Entry 1:
# C62H90INO17

12 unconnected molecules or ions with the total composition C62H90INO17 in a non-equilibrium geometry (ωB97M-V/def2-TZVPD, the OMol25 dataset).

The geometry in ORCA input format:
```
! wB97M-V def2-TZVPD RIJCOSX def2/J DEFGRID3
* xyz 0 1
C 5.87 2.44 -4.79
C 4.47 1.95 -4.35
C 4.64 0.98 -3.20
C 3.31 0.47 -2.85
N 3.31 -0.66 -1.77
C 3.52 -0.01 -0.48
C 3.88 -1.11 0.49
C 4.40 -2.29 -0.40
C 4.35 -1.76 -1.85
C 1.92 -1.24 -1.57
C 1.52 -2.38 -2.57
C 0.03 -2.32 -2.72
H 5.90 3.34 -5.39
H 6.29 1.63 -5.37
H 6.43 2.57 -3.85
H 3.94 1.45 -5.11
H 3.88 2.84 -4.02
H 5.09 1.51 -2.35
H 5.13 0.13 -3.71
H 2.78 0.18 -3.78
H 2.66 1.25 -2.47
H 2.62 0.58 -0.15
H 4.41 0.68 -0.65
H 3.04 -1.52 1.08
H 4.65 -0.75 1.14
H 3.77 -3.20 -0.38
H 5.41 -2.57 -0.10
H 3.99 -2.49 -2.59
H 5.28 -1.31 -2.24
H 1.21 -0.41 -1.68
H 1.73 -1.60 -0.52
H 1.92 -3.30 -2.14
H 2.02 -2.26 -3.51
H -0.43 -1.82 -3.54
H -0.41 -1.79 -1.86
H -0.50 -3.33 -2.80
I -0.34 0.10 1.25
C 2.33 -2.68 4.37
C 2.34 -4.02 4.30
C 3.57 -4.71 4.19
C 4.75 -3.99 4.18
C 4.66 -2.57 4.16
C 3.45 -1.86 4.26
O 3.46 -0.48 4.07
O 3.61 -6.10 4.22
H 1.33 -2.16 4.35
H 1.42 -4.63 4.19
H 5.70 -4.45 3.95
H 5.61 -2.04 3.95
H 2.59 -0.08 4.40
H 2.74 -6.37 3.94
C -5.96 -1.62 -3.38
C -4.96 -2.54 -3.28
C -3.97 -2.42 -2.34
C -3.98 -1.36 -1.43
C -4.93 -0.33 -1.59
C -5.92 -0.45 -2.53
O -6.89 0.50 -2.79
O -3.04 -3.39 -2.27
H -6.79 -1.67 -4.07
H -4.92 -3.45 -3.89
H -3.20 -1.34 -0.66
H -4.91 0.50 -0.86
H -6.72 1.17 -2.10
H -2.45 -3.17 -1.53
C 1.10 4.64 3.16
C 0.74 3.32 3.44
C 1.71 2.37 3.91
C 3.05 2.73 3.96
C 3.41 4.08 3.61
C 2.47 4.95 3.12
O 2.79 6.20 2.77
O 1.35 1.12 4.37
H 0.39 5.25 2.64
H -0.33 3.13 3.47
H 3.87 2.10 4.42
H 4.43 4.31 3.74
H 2.28 6.50 1.98
H 0.53 0.86 3.84
C -1.39 -0.07 -6.05
C -0.37 0.51 -5.30
C -0.75 1.12 -4.09
C -2.11 1.06 -3.66
C -3.01 0.41 -4.39
C -2.68 -0.21 -5.56
O -3.63 -1.02 -6.20
O 0.23 1.67 -3.32
H -1.18 -0.58 -6.95
H 0.64 0.74 -5.64
H -2.24 1.58 -2.71
H -4.03 0.32 -4.02
H -4.47 -0.78 -5.80
H -0.11 1.84 -2.44
C 2.02 -4.63 0.58
C 0.87 -3.91 0.87
C -0.28 -4.12 0.13
C -0.33 -5.07 -0.90
C 0.90 -5.63 -1.26
C 2.09 -5.45 -0.53
O 3.27 -6.08 -0.77
O -1.39 -3.34 0.34
H 2.90 -4.50 1.16
H 0.84 -3.24 1.76
H -1.25 -5.32 -1.35
H 0.84 -6.33 -2.07
H 3.24 -6.57 -1.56
H -1.22 -2.55 0.84
C -6.35 2.41 0.85
C -5.88 1.25 1.37
C -4.51 1.16 1.60
C -3.68 2.25 1.31
C -4.21 3.42 0.78
C -5.58 3.49 0.57
O -6.04 4.75 0.16
O -4.00 -0.01 1.94
H -7.43 2.39 0.64
H -6.50 0.31 1.41
H -2.59 2.21 1.46
H -3.59 4.30 0.52
H -6.40 4.74 -0.71
H -3.02 0.00 1.96
C 1.93 4.34 -2.09
C 3.18 4.92 -2.06
C 4.04 4.72 -0.98
C 3.61 3.90 0.14
C 2.37 3.25 0.03
C 1.53 3.55 -1.02
O 0.24 3.01 -1.04
O 5.22 5.40 -0.90
H 1.22 4.45 -2.91
H 3.60 5.52 -2.90
H 4.23 3.86 1.05
H 1.91 2.76 0.87
H 0.09 2.65 -0.15
H 5.72 5.32 -0.12
C -5.27 -5.15 2.52
C -5.04 -4.02 1.56
C -6.22 -3.06 1.47
O -3.85 -3.30 1.88
H -6.10 -5.82 2.25
H -5.27 -4.83 3.59
H -4.44 -5.80 2.34
H -4.75 -4.31 0.53
H -5.88 -2.30 0.78
H -6.44 -2.68 2.42
H -7.01 -3.59 1.03
H -4.09 -2.38 2.07
C -1.23 -3.75 6.07
C -2.23 -3.39 5.02
C -1.70 -2.13 4.31
O -2.36 -4.38 4.01
H -0.25 -3.88 5.62
H -1.46 -4.71 6.53
H -1.21 -3.04 6.92
H -3.14 -3.11 5.51
H -0.67 -2.32 4.00
H -1.72 -1.27 5.00
H -2.33 -1.89 3.43
H -2.66 -3.97 3.18
C 0.65 8.21 -1.13
C 0.04 7.16 -0.22
C -1.03 6.29 -0.82
O 1.03 6.35 0.34
H -0.06 9.02 -1.21
H 0.97 7.72 -2.09
H 1.54 8.57 -0.56
H -0.34 7.70 0.69
H -1.90 6.83 -1.09
H -1.32 5.52 -0.10
H -0.69 5.85 -1.81
H 1.51 5.85 -0.38
*
```

Summary:
HOMO (eV): -7.8
E_LUMO (hartree): 0.0026
Gap between HOMO and LUMO (eV): 7.9


Entry 2:
# C63H100BKNO13S4

A molecular structure, C63H100BKNO13S4 in a non-equilibrium geometry (ωB97M-V/def2-TZVPD, the OMol25 dataset).

The geometry in ORCA input format:
```
! wB97M-V def2-TZVPD RIJCOSX def2/J DEFGRID3
* xyz 0 2
K 2.56 26.31 -17.71
C 2.36 20.32 -17.90
C 2.73 21.10 -16.63
C 3.69 20.09 -15.88
C 4.59 20.73 -14.87
C 5.41 21.78 -15.59
C 4.57 22.89 -16.26
N 3.42 22.34 -17.11
O 2.58 23.41 -17.67
C 5.57 23.72 -17.22
C 4.12 23.85 -15.16
C 1.45 21.30 -15.70
H 3.21 20.19 -18.57
H 1.64 20.92 -18.45
H 1.89 19.38 -17.64
H 4.31 19.62 -16.64
H 3.06 19.28 -15.51
H 5.07 20.00 -14.21
H 4.03 21.27 -14.12
H 5.96 21.18 -16.32
H 6.01 22.12 -14.75
H 6.05 23.15 -18.01
H 6.40 24.15 -16.66
H 5.04 24.50 -17.76
H 3.66 24.76 -15.56
H 5.01 24.15 -14.61
H 3.54 23.44 -14.33
H 0.99 20.39 -15.32
H 0.68 21.69 -16.36
H 1.61 22.00 -14.88
B 3.87 26.16 -20.35
H 4.51 25.72 -19.60
H 3.95 27.24 -20.33
H 4.23 25.83 -21.31
H 2.83 25.90 -20.26
C 6.21 19.55 -21.71
S 6.64 20.43 -20.16
O 5.41 21.12 -19.64
C 6.64 18.88 -19.15
H 6.74 18.61 -21.87
H 6.36 20.23 -22.55
H 5.16 19.26 -21.71
H 7.43 18.14 -19.26
H 5.67 18.41 -19.34
H 6.72 19.14 -18.10
C -3.40 23.28 -13.62
S -2.55 21.87 -14.48
O -2.07 22.41 -15.79
C -1.09 21.72 -13.37
H -2.92 24.22 -13.90
H -3.48 23.11 -12.54
H -4.41 23.47 -13.97
H -0.30 22.42 -13.64
H -0.70 20.72 -13.55
H -1.29 21.84 -12.31
C 0.64 25.07 -13.36
S 0.39 26.40 -14.66
O 1.71 26.90 -15.21
C -0.13 25.25 -16.02
H 1.29 25.40 -12.54
H 1.18 24.26 -13.85
H -0.31 24.78 -12.92
H -0.22 25.80 -16.96
H -1.10 24.81 -15.83
H 0.62 24.46 -16.09
C -1.03 24.54 -20.50
S -0.97 22.68 -20.70
O 0.52 22.34 -20.80
C -1.40 22.22 -18.97
H -0.61 25.03 -21.38
H -0.43 24.92 -19.68
H -2.06 24.90 -20.54
H -2.32 22.61 -18.51
H -0.56 22.58 -18.37
H -1.52 21.14 -18.93
C 5.88 17.01 -11.41
C 6.17 15.73 -11.76
C 5.41 15.11 -12.77
C 4.44 15.81 -13.51
C 4.24 17.11 -13.22
C 4.91 17.69 -12.15
H 6.31 17.64 -10.65
H 6.86 15.15 -11.16
H 5.56 14.07 -13.05
H 3.87 15.40 -14.34
H 3.59 17.73 -13.82
H 4.68 18.71 -11.89
C 9.49 25.50 -14.11
C 8.53 24.54 -13.89
C 8.63 23.58 -12.89
C 9.69 23.63 -12.04
C 10.69 24.64 -12.21
C 10.50 25.65 -13.20
H 9.37 26.22 -14.90
H 7.64 24.62 -14.50
H 7.79 22.90 -12.77
H 9.69 22.92 -11.22
H 11.52 24.62 -11.51
H 11.26 26.42 -13.27
C 8.44 19.75 -13.85
C 9.47 20.26 -13.07
C 10.81 19.77 -13.33
C 10.97 18.87 -14.35
C 9.94 18.26 -14.96
C 8.64 18.70 -14.74
H 7.42 20.08 -13.75
H 9.31 21.06 -12.37
H 11.63 20.23 -12.80
H 11.95 18.47 -14.57
H 10.06 17.47 -15.69
H 7.89 18.33 -15.42
C -0.09 15.71 -14.65
C 0.88 16.68 -14.44
C 0.71 17.72 -13.57
C -0.39 17.70 -12.75
C -1.44 16.76 -12.90
C -1.23 15.82 -13.90
H 0.03 14.86 -15.31
H 1.76 16.58 -15.06
H 1.53 18.41 -13.45
H -0.47 18.47 -11.99
H -2.39 16.74 -12.39
H -1.99 15.06 -13.98
C 4.28 16.59 -16.91
C 3.20 15.70 -17.21
C 3.48 14.38 -17.29
C 4.79 13.96 -17.11
C 5.79 14.76 -16.74
C 5.59 16.12 -16.70
H 4.05 17.64 -16.80
H 2.16 15.97 -17.23
H 2.66 13.70 -17.47
H 4.92 12.89 -17.00
H 6.77 14.36 -16.51
H 6.34 16.87 -16.54
O 6.15 26.78 -9.88
C 5.46 25.89 -10.42
O 4.18 26.16 -10.89
C 3.63 24.99 -11.40
C 4.38 23.86 -10.84
C 5.80 24.39 -10.66
H 3.75 24.93 -12.48
H 2.60 24.87 -11.06
H 4.25 22.99 -11.48
H 3.95 23.43 -9.94
H 6.42 24.37 -11.56
H 6.24 23.89 -9.80
O -2.81 16.76 -19.51
C -2.66 17.49 -18.55
O -3.20 18.67 -18.52
C -3.21 19.22 -17.21
C -2.03 18.62 -16.55
C -1.90 17.22 -17.25
H -4.16 19.07 -16.71
H -3.21 20.29 -17.43
H -2.13 18.58 -15.47
H -1.08 19.12 -16.76
H -2.30 16.25 -16.96
H -0.86 17.14 -17.54
O 11.85 23.92 -17.43
C 10.75 23.42 -17.63
O 10.35 23.00 -18.80
C 9.26 22.14 -18.69
C 9.29 21.63 -17.25
C 9.83 22.86 -16.53
H 9.32 21.32 -19.41
H 8.39 22.71 -19.02
H 10.08 20.88 -17.18
H 8.37 21.24 -16.83
H 10.31 22.49 -15.63
H 9.01 23.55 -16.32
O 5.33 27.09 -15.82
C 5.61 27.57 -14.73
O 6.91 27.72 -14.30
C 6.90 28.38 -13.06
C 5.48 29.01 -12.87
C 4.66 28.05 -13.69
H 7.69 29.13 -12.98
H 7.12 27.64 -12.30
H 5.51 30.03 -13.27
H 5.25 29.04 -11.81
H 3.80 28.49 -14.19
H 4.41 27.18 -13.08
*
```

Summary:
HOMO (alpha / beta) (eV): -7.5 / -7.5
E_LUMO (alpha / beta) (hartree): -0.0204 / -0.0242
Gap between HOMO and LUMO (alpha / beta) (eV): 7.0 / 6.9
<S²>: 0.7553